1.
The following is a DFT calculation (ωB97M-V/def2-TZVPD) of a molecular structure, KO4S.

Structure (XYZ):
```
6
Properties=species:S:1:pos:R:3:lowdin_charge:R:1
K -0.63 -2.42 2.99 0.890
S 0.14 0.49 -0.64 0.082
O -0.02 1.33 -1.83 -0.449
O -0.94 -0.52 -0.61 -0.518
O 1.44 -0.19 -0.48 -0.501
O 0.02 1.31 0.57 -0.503
```

The calculation puts the total energy at -35349.440 eV. The HOMO energy comes out at -1.914 eV. The value obtained for the gap between HOMO and LUMO is 2.3 eV. Its total charge is -1. As for the energy relative to the best compared isomer or geometry (same formula, charge and spin): 67.7 kcal/mol.

2.
The following is a DFT calculation (ωB97M-V/def2-TZVPD) of a molecular structure, C44H85BrI2N3O11PS2.

Structure (XYZ):
```
149
Properties=species:S:1:pos:R:3:lowdin_charge:R:1
C -4.65 -1.74 -7.60 -0.063
C -3.59 -2.12 -6.58 -0.284
O -3.77 -1.36 -5.41 -0.147
C -2.67 -1.42 -4.52 -0.240
C -2.77 -0.29 -3.52 -0.151
C -2.06 -0.65 -2.20 -0.189
C -3.08 -1.11 -1.17 -0.171
C -2.54 -1.67 0.17 -0.104
C -1.03 -1.75 0.28 -0.091
C -0.37 -2.76 -0.45 -0.115
C -1.19 -3.73 -1.26 -0.090
C -1.69 -4.91 -0.42 -0.401
C -3.17 -5.17 -0.39 -0.041
N -0.95 -5.67 0.26 0.157
C 1.03 -2.89 -0.42 -0.141
C 1.76 -3.89 -1.27 -0.014
C 1.79 -2.06 0.43 -0.183
C 3.28 -2.21 0.54 -0.181
C 4.07 -1.50 -0.58 -0.256
C 5.15 -2.37 -1.23 -0.589
Br 4.99 -2.44 -3.17 0.650
C 1.12 -1.09 1.20 -0.378
C -0.27 -0.91 1.13 -0.199
N -0.93 0.06 2.00 -0.079
S -1.33 -0.72 3.50 0.620
C -0.36 -2.19 3.67 -0.112
O -0.98 0.18 4.56 -0.295
O -2.69 -1.19 3.40 -0.340
C -0.24 1.33 2.21 -0.192
C 1.15 1.31 2.44 -0.427
C 1.88 2.45 2.74 -0.089
C 1.22 3.67 2.81 -0.082
C -0.15 3.76 2.53 -0.265
P -0.90 5.46 2.58 0.871
N -1.90 5.35 4.01 -0.169
O 0.35 6.35 3.14 -0.307
C -0.91 2.60 2.22 -0.211
C -2.36 2.86 1.87 -0.773
I -3.71 2.26 3.44 0.959
C -2.70 2.33 0.49 -0.781
C -1.80 3.01 -0.54 -0.162
I -4.76 2.80 -0.03 0.808
S 2.07 -0.17 2.36 1.104
H -4.27 -1.96 -8.60 0.054
H -4.88 -0.68 -7.53 0.079
H -5.56 -2.32 -7.47 0.074
H -2.60 -1.96 -7.00 0.112
H -3.69 -3.19 -6.35 0.120
H -2.68 -2.39 -4.00 0.120
H -1.73 -1.37 -5.09 0.124
H -2.37 0.62 -3.96 0.114
H -3.84 -0.16 -3.33 0.116
H -1.55 0.24 -1.84 0.101
H -1.32 -1.42 -2.42 0.095
H -3.71 -0.27 -0.95 0.080
H -3.74 -1.85 -1.64 0.113
H -2.96 -1.13 1.01 0.091
H -2.90 -2.69 0.29 0.096
H -2.06 -3.25 -1.69 0.075
H -0.61 -4.12 -2.09 0.113
H -3.36 -6.21 -0.61 0.082
H -3.52 -5.00 0.63 0.085
H -3.73 -4.52 -1.06 0.070
H 0.03 -5.38 0.18 0.032
H 2.77 -3.58 -1.49 0.037
H 1.83 -4.87 -0.79 0.093
H 1.28 -4.05 -2.23 0.083
H 3.51 -3.27 0.52 0.109
H 3.64 -1.87 1.51 0.072
H 4.59 -0.65 -0.13 0.101
H 3.41 -1.09 -1.33 0.095
H 6.14 -1.95 -1.07 0.050
H 5.16 -3.38 -0.86 0.056
H -0.75 -2.97 3.03 0.079
H 0.69 -1.99 3.53 0.027
H -0.55 -2.44 4.71 0.083
H 2.95 2.39 2.91 0.087
H 1.78 4.56 3.05 0.094
H -2.13 4.38 4.19 -0.064
H -1.39 5.64 4.84 0.030
H 0.65 6.15 4.04 0.030
H -2.51 3.94 1.81 0.009
H -2.65 1.25 0.46 0.034
H -0.92 2.41 -0.77 0.080
H -1.46 3.97 -0.16 0.053
H -2.32 3.22 -1.47 0.044
C 6.36 2.68 0.59 -0.086
C 5.00 3.34 0.62 -0.318
O 4.62 3.73 1.94 -0.091
H 6.38 1.81 1.25 0.074
H 6.62 2.36 -0.42 0.075
H 7.13 3.37 0.94 0.074
H 4.23 2.64 0.29 0.104
H 4.97 4.20 -0.04 0.103
H 5.27 4.36 2.27 0.088
C 3.05 3.03 6.51 -0.075
C 2.35 4.34 6.82 -0.293
O 1.78 4.93 5.64 -0.105
H 3.84 3.18 5.77 0.075
H 3.49 2.61 7.41 0.063
H 2.34 2.31 6.09 0.074
H 3.05 5.07 7.21 0.114
H 1.56 4.19 7.56 0.111
H 1.15 4.29 5.29 0.057
C -5.86 -2.79 4.99 -0.091
C -5.67 -1.43 5.64 -0.326
O -4.31 -1.17 5.94 -0.095
H -5.48 -3.58 5.65 0.074
H -6.91 -2.99 4.79 0.071
H -5.31 -2.85 4.05 0.067
H -6.21 -1.37 6.58 0.108
H -6.06 -0.65 4.98 0.105
H -3.82 -1.19 5.11 0.023
C 2.11 4.39 -1.50 -0.083
C 0.80 5.14 -1.59 -0.303
O 0.24 5.38 -0.30 -0.139
H 1.97 3.45 -0.97 0.071
H 2.52 4.19 -2.49 0.078
H 2.84 4.97 -0.93 0.065
H 0.06 4.56 -2.13 0.104
H 0.93 6.09 -2.11 0.113
H 0.87 5.93 0.19 0.076
C 1.50 0.94 10.81 -0.091
C 2.73 0.54 10.02 -0.323
O 3.72 1.57 10.01 -0.093
H 1.06 1.85 10.40 0.073
H 0.74 0.15 10.78 0.075
H 1.76 1.13 11.85 0.072
H 2.47 0.37 8.98 0.106
H 3.16 -0.38 10.42 0.107
H 3.98 1.74 10.92 0.078
C -6.04 -2.18 -12.20 -0.092
C -4.91 -2.93 -11.52 -0.326
O -5.36 -3.68 -10.39 -0.091
H -6.51 -1.50 -11.49 0.075
H -5.67 -1.60 -13.05 0.073
H -6.80 -2.87 -12.57 0.072
H -4.16 -2.24 -11.15 0.104
H -4.42 -3.61 -12.24 0.108
H -6.02 -4.31 -10.70 0.080
C 5.96 -1.26 -7.45 -0.093
C 7.18 -2.17 -7.38 -0.325
O 7.76 -2.17 -6.08 -0.091
H 6.24 -0.24 -7.18 0.076
H 5.54 -1.25 -8.46 0.073
H 5.19 -1.59 -6.76 0.063
H 7.95 -1.83 -8.06 0.110
H 6.90 -3.19 -7.66 0.108
H 7.10 -2.49 -5.46 0.031
```

The calculation puts the total energy at -191201.577 eV. The HOMO energy comes out at -8.199 eV. The value obtained for the gap between HOMO and LUMO is 8.3 eV. Its total charge is 0.

3.
The following is a DFT calculation (ωB97M-V/def2-TZVPD) of 2 unconnected molecules or ions with the total composition C2H4NO2.

Structure (XYZ):
```
9
Properties=species:S:1:pos:R:3:lowdin_charge:R:1
C -0.78 -1.67 -1.01 -0.124
C 1.70 3.44 1.11 -0.168
N 1.00 2.47 0.79 0.257
O 2.41 4.26 1.40 0.410
O -0.69 -0.65 -0.40 -0.029
H -1.64 -2.23 -0.76 0.071
H -0.27 -1.94 -1.97 0.102
H 1.01 1.84 -0.12 0.240
H 0.44 1.83 1.48 0.240
```

The calculation puts the total energy at -7714.140 eV. The HOMO energy comes out at -13.597 eV. The value obtained for the gap between HOMO and LUMO is 7.8 eV. Its total charge is +1. As for the energy relative to the best compared isomer or geometry (same formula, charge and spin): 41.9 kcal/mol.

4.
The following is a DFT calculation (ωB97M-V/def2-TZVPD) of a single C20H25ClN4O4S2 molecule.

Structure (XYZ):
```
56
Properties=species:S:1:pos:R:3:lowdin_charge:R:1
C 1.22 -3.38 -0.95 -0.040
N -0.02 -3.02 -0.30 -0.061
C -0.10 -2.68 1.01 -0.548
O -1.15 -2.33 1.53 0.031
C 1.17 -2.73 1.84 -0.321
H 1.03 -3.40 2.69 0.089
H 2.07 -3.00 1.29 0.061
S 1.42 -1.07 2.58 1.052
C 0.91 -0.14 1.21 -0.608
N 1.16 -0.42 -0.05 0.051
N 0.52 0.49 -0.80 0.099
C -0.10 1.32 0.00 -0.265
N 0.11 0.96 1.30 0.030
C -0.23 1.62 2.53 -0.077
H -1.06 2.30 2.36 0.123
H -0.50 0.85 3.26 0.129
C 0.98 2.41 3.08 -0.293
C 1.52 3.46 2.09 -0.103
H 1.79 4.37 2.63 0.118
C 2.78 2.79 1.52 -0.136
H 2.54 2.17 0.66 0.102
C 3.22 1.92 2.70 -0.188
H 3.83 2.51 3.41 0.125
H 3.77 1.03 2.41 0.117
O 2.03 1.50 3.34 -0.183
H 3.54 3.51 1.23 0.115
H 0.80 3.71 1.32 0.105
H 0.66 2.87 4.02 0.152
C -0.90 2.44 -0.46 -0.168
C -0.40 3.28 -1.45 -0.016
C -1.14 4.35 -1.91 -0.091
C -2.40 4.59 -1.37 -0.672
C -2.93 3.75 -0.40 -0.094
C -2.18 2.68 0.05 -0.028
H -2.61 2.00 0.77 0.120
H -3.91 3.93 -0.01 0.107
Cl -3.32 5.94 -1.92 0.682
H -0.75 5.00 -2.67 0.108
H 0.58 3.08 -1.86 0.120
C -1.23 -2.81 -1.09 -0.311
C -0.98 -2.05 -2.37 -0.146
H -1.84 -1.45 -2.66 0.111
H -0.09 -1.43 -2.33 0.091
S -0.82 -3.33 -3.67 0.681
O 0.55 -3.48 -4.11 -0.333
O -1.81 -3.12 -4.68 -0.320
C -1.28 -4.78 -2.63 -0.200
C -1.95 -4.13 -1.44 -0.154
H -1.95 -4.79 -0.57 0.127
H -2.98 -3.90 -1.69 0.126
H -0.37 -5.32 -2.39 0.098
H -1.95 -5.40 -3.22 0.103
H -1.89 -2.24 -0.42 0.145
H 1.62 -4.30 -0.53 0.101
H 1.06 -3.52 -2.01 0.052
H 1.95 -2.57 -0.84 0.084
```

The calculation puts the total energy at -69488.967 eV. The HOMO energy comes out at -8.630 eV. The value obtained for the gap between HOMO and LUMO is 9.0 eV. As for the SMILES: CN(C(=O)CSc1nnc(-c2ccc(Cl)cc2)n1C[C@@H]1CCCO1)[C@@H]1CCS(=O)(=O)C1. Its total charge is 0. As for the energy relative to the best compared isomer or geometry (same formula, charge and spin): 1.5 kcal/mol.

Question: Look up the gap between HOMO and LUMO of the third one.
Answer: 7.8 eV